65
Properties=species:S:1:pos:R:3:lowdin_spin:R:1 method="wB97M-V/def2-TZVPD" s_squared=0.755 spin_multiplicity=2 orbital_gap_ev="5.668 / 8.229"
Ag 8.38183 9.43209 9.50520 0.0127
O 10.47351 11.13566 9.76430 0.2430
C 11.27836 10.92619 10.70202 0.2537
C 11.04745 8.72070 11.19327 0.2027
O 9.85800 8.65686 10.98251 0.1933
H 10.83152 11.14350 11.73699 0.0244
H 12.29419 11.22888 10.54052 0.0220
H 11.52452 8.91452 12.13741 0.0176
H 11.80680 8.33889 10.45285 0.0173
O 9.90524 8.54455 7.82103 0.0031
C 10.52824 8.94326 6.79340 0.0004
O 10.92918 8.09226 5.82073 0.0001
C 10.85656 6.69621 6.01729 0.0000
C 12.00014 6.21943 6.85716 0.0001
C 10.96259 10.34458 6.53163 -0.0001
H 10.76943 6.23066 4.99025 0.0000
H 9.89147 6.47902 6.56298 0.0000
H 12.19138 6.86286 7.67974 0.0001
H 12.95271 6.32874 6.31476 0.0000
H 11.83138 5.17833 7.13596 0.0000
H 10.61237 10.99009 7.36249 -0.0001
H 10.58400 10.68741 5.53804 0.0000
H 12.01772 10.34626 6.41686 0.0000
O 5.45480 11.21578 12.17784 0.0001
C 5.36410 10.71960 13.34216 0.0000
O 6.44837 10.66560 14.12660 0.0002
C 7.71532 10.87282 13.41731 0.0008
C 8.47548 12.10977 13.86998 0.0019
C 4.15609 9.98550 13.83379 0.0000
H 7.54180 10.87983 12.34486 0.0007
H 8.28278 9.92239 13.56545 0.0001
H 8.57054 12.23159 14.94201 0.0000
H 8.04005 13.01804 13.41436 0.0000
H 9.51315 12.01660 13.48526 0.0023
H 3.47740 9.67882 13.02118 0.0000
H 3.55258 10.66671 14.42542 0.0000
H 4.45714 9.10393 14.43045 0.0000
O 6.77272 10.72300 8.68541 0.0022
C 6.21536 11.73892 8.52430 0.0002
O 6.61837 12.89918 9.12380 0.0000
C 7.59837 12.84102 10.14536 0.0001
C 8.33053 14.13751 10.13982 0.0003
C 4.96876 11.90550 7.63910 0.0001
H 8.30792 12.02241 9.98720 0.0004
H 7.09349 12.68276 11.10081 0.0001
H 9.04981 14.12251 9.31710 0.0002
H 8.79261 14.41242 11.07296 0.0001
H 7.67402 14.95172 9.88383 0.0000
H 4.50223 10.92248 7.59160 0.0000
H 5.22715 12.07964 6.58890 0.0000
H 4.35729 12.74420 7.91247 0.0000
O 7.06503 7.59499 10.37076 0.0001
C 5.98055 7.04407 10.12219 0.0001
O 5.59912 6.78654 8.83463 0.0000
C 6.62022 7.05108 7.87423 -0.0001
C 6.07645 6.75835 6.51188 0.0000
C 4.98349 6.68976 11.18110 0.0000
H 7.43678 6.33068 8.09041 0.0000
H 7.01061 8.07813 7.92870 -0.0001
H 5.20265 7.39940 6.39893 0.0000
H 5.74284 5.73474 6.33157 0.0000
H 6.86624 6.93635 5.75501 0.0000
H 4.96826 5.54486 11.15312 0.0000
H 3.97766 7.04214 10.81669 0.0000
H 5.24319 7.00564 12.16974 0.0000